Here is a cluster of 2 separate species, C4H13NS2 in total from OMol25. Energies are from wB97M-V/def2-TZVPD.

Cartesian coordinates (Å):
N (-0.2612, -0.6307, 2.0971)
C (-2.6828, -0.6572, 1.3658)
C (-1.3242, -1.3584, 1.4019)
H (-0.5421, -0.4466, 3.0666)
H (-0.1256, 0.2879, 1.6608)
H (-3.0488, -0.4854, 2.3920)
H (-3.4241, -1.2701, 0.8259)
H (-2.5938, 0.3170, 0.8563)
H (-1.4316, -2.3416, 1.8991)
H (-0.9776, -1.5409, 0.3666)
S (0.9719, -0.4231, -2.3128)
S (0.1279, 1.2581, -1.5280)
C (2.1933, -0.8582, -1.0556)
C (1.2666, 2.5477, -2.0776)
H (2.6820, -1.7925, -1.3794)
H (1.7184, -1.0311, -0.0752)
H (2.9654, -0.0790, -0.9400)
H (2.2781, 2.4142, -1.6583)
H (1.3427, 2.5762, -3.1776)
H (0.8654, 3.5137, -1.7275)

SMILES	CSSC.CCN
spin multiplicity	1
net charge	0
ΔE to the lowest compared entry with this formula, charge and spin	0.0	kcal/mol
Kohn-Sham gap	9.709	eV